Computed, not measured: 3 unconnected molecules or ions with the total composition C3H14NO2 at a distorted geometry, with the ωB97M-V functional and the def2-TZVPD basis.

```
20
Properties=species:S:1:pos:R:3:forces:R:3:lowdin_charge:R:1
C 2.09544 -1.02757 0.06571 -0.497 -0.158 0.095 -0.045
C 0.65274 -1.47594 0.31504 0.509 0.977 0.760 -0.162
N -0.20095 -0.25172 0.31174 0.063 0.303 0.115 -0.058
C -1.61399 -0.48089 0.62613 -0.405 -1.069 1.029 -0.016
H 2.11027 -0.23828 -0.67702 0.263 -0.031 -0.362 0.080
H 2.74314 -1.84705 -0.21238 0.020 -0.149 -0.262 0.088
H 2.49839 -0.62168 0.98784 0.064 0.158 0.119 0.086
H 0.60038 -1.78606 1.34809 -0.231 -0.822 0.112 0.128
H 0.19896 -2.19132 -0.35280 0.168 -0.225 -0.252 0.131
H 0.11137 0.35772 1.06444 0.465 0.497 -0.449 0.142
H -0.12226 0.25006 -0.58178 -0.154 0.092 -0.036 0.109
H -1.65863 -0.69314 1.69317 0.001 -0.037 0.130 0.107
H -2.20987 0.40797 0.48011 -0.075 -0.016 -0.617 0.103
H -1.93938 -1.41248 0.15762 -0.309 0.560 -0.409 0.111
H -0.80508 1.44543 -2.74662 -0.110 0.296 0.411 0.074
H -1.06494 0.00727 -2.89364 -0.216 -0.221 0.339 0.075
O -1.06921 0.68877 -2.20383 0.418 -0.092 -0.806 -0.036
H -0.33149 3.03749 1.63079 0.006 0.225 0.003 0.059
H 0.25875 3.21788 0.21579 -0.163 -0.046 0.275 0.063
O -0.25364 2.61356 0.77158 0.183 -0.241 -0.195 -0.039
```
Forces are in eV/Å.

Its energy above the lowest of the compared OMol25 structures with the same formula, charge and spin is 52.6 kJ/mol. The value obtained for the HOMO-LUMO gap is 12.8 eV. Its total charge is +1. The calculation puts the calculated total energy at -327.7025 hartree.

Computed, not measured: 3 unconnected molecules or ions with the total composition C3H14NO2S2 at a distorted geometry, with the ωB97M-V functional and the def2-TZVPD basis.

```
22
Properties=species:S:1:pos:R:3:forces:R:3:lowdin_charge:R:1
N -1.34266 0.99505 0.54966 0.901 -0.308 0.362 0.172
C -0.17495 0.73903 -0.42920 -0.737 0.504 1.102 -0.366
C -0.40148 -0.59761 -1.07298 -0.282 -0.773 -1.237 -0.036
C 1.13560 0.89389 0.30567 1.320 -0.250 -0.754 -0.544
S 1.33743 2.21048 1.50188 -0.067 0.423 -0.181 0.510
S 0.46426 1.44360 3.17038 -0.514 0.041 0.576 0.376
H -2.12348 0.45878 0.18672 -0.648 0.326 0.386 0.126
H -1.15102 0.66740 1.50262 -0.016 -0.730 -0.148 0.048
H -1.52332 1.97975 0.72825 -0.263 0.241 -0.650 0.155
H -0.33533 1.53098 -1.14870 0.256 0.118 -0.314 0.151
H -1.45102 -0.71624 -1.36826 0.013 0.103 0.091 0.093
H 0.11764 -0.64008 -2.03518 0.198 0.098 0.182 0.103
H -0.12455 -1.52137 -0.55562 0.145 0.512 0.468 0.104
H 1.51427 -0.04968 0.66562 -0.300 -0.424 0.655 0.089
H 1.92174 1.11280 -0.42315 -0.196 0.260 -0.296 0.094
H 1.50564 1.30525 4.00519 0.214 -0.167 -0.229 -0.158
H 4.06025 -2.11289 -3.66942 -0.077 -0.117 0.295 0.037
H 2.86732 -2.07773 -4.56086 -0.220 -0.131 0.215 0.037
O 3.10293 -2.24104 -3.63648 0.261 0.283 -0.486 -0.073
H -3.64210 -0.68644 2.54547 -0.093 -0.405 0.065 0.062
H -2.82398 -1.82201 1.81394 -0.344 0.010 0.329 0.062
O -2.93319 -0.87194 1.92445 0.450 0.386 -0.430 -0.041
```
Forces are in eV/Å.

Its energy above the lowest of the compared OMol25 structures with the same formula, charge and spin is 62.9 kJ/mol. The value obtained for the HOMO-LUMO gap is 9.9 eV. Its total charge is +1. The calculation puts the calculated total energy at -1124.0715 hartree.

Computed, not measured: 3 unconnected molecules or ions with the total composition C3H14NO3 at a distorted geometry, with the ωB97M-V functional and the def2-TZVPD basis.

```
21
Properties=species:S:1:pos:R:3:forces:R:3:lowdin_charge:R:1
O -1.16024 -0.16406 1.97308 0.062 -0.232 0.022 -0.060
C -0.98534 -1.41440 1.29599 -1.121 1.164 0.301 -0.212
C -1.17544 -1.11193 -0.17709 1.900 -0.183 0.501 -0.088
N -0.01202 -0.25882 -0.64503 -1.168 -0.506 -0.929 -0.010
C 0.25239 -0.39961 -2.10262 -0.014 0.740 -0.303 0.006
H -1.40642 -0.31766 2.89254 0.097 0.000 -0.078 0.103
H -0.00443 -1.83237 1.52942 0.050 -0.158 -0.223 0.131
H -1.77171 -2.11539 1.58056 0.124 -0.155 0.084 0.133
H -2.07981 -0.56985 -0.42179 -0.245 -0.292 0.038 0.146
H -1.02376 -2.05655 -0.67096 -0.554 -0.304 -0.634 0.131
H 0.82294 -0.52887 -0.16297 0.813 0.283 0.756 0.115
H -0.21305 0.73456 -0.43501 0.412 -0.190 0.294 0.108
H -0.69883 -0.34385 -2.60789 -0.219 -0.080 -0.272 0.101
H 0.78919 -1.29699 -2.39332 -0.161 -0.263 0.484 0.110
H 0.85748 0.44349 -2.41846 0.069 0.111 -0.009 0.101
H -0.43887 2.60653 1.07784 -0.090 -0.895 0.321 0.085
H 0.27866 3.20377 -0.00992 0.257 -0.411 -0.589 0.089
O 0.10919 2.30972 0.33515 -0.386 1.672 0.160 -0.045
H 3.20438 0.69684 0.90983 0.116 0.411 -0.081 0.063
H 2.23541 1.65906 0.09016 0.348 0.088 0.470 0.033
O 2.42027 0.75640 0.36049 -0.291 -0.799 -0.314 -0.042
```
Forces are in eV/Å.

Its energy above the lowest of the compared OMol25 structures with the same formula, charge and spin is 48.5 kJ/mol. The value obtained for the HOMO-LUMO gap is 11.7 eV. Its total charge is +1. The calculation puts the calculated total energy at -402.9381 hartree.

Computed, not measured: 4 unconnected molecules or ions with the total composition C3H14NO3S at a distorted geometry, with the ωB97M-V functional and the def2-TZVPD basis.

```
22
Properties=species:S:1:pos:R:3:forces:R:3:lowdin_charge:R:1
C 1.35943 -0.67866 1.13002 -0.029 -0.816 0.578 -0.165
N 0.97242 0.03789 -0.08550 0.042 -0.091 0.943 -0.138
C 0.84423 -0.82992 -1.23798 0.593 0.467 -1.631 -0.356
C -0.57806 -0.82742 -1.89201 1.064 -0.422 0.748 -0.760
S -1.90223 -1.62329 -0.92973 0.280 -0.040 0.025 0.162
H 1.03656 -0.15254 2.02639 -0.231 0.118 0.027 0.063
H 2.41881 -0.89966 1.31441 0.324 0.820 -0.761 0.064
H 0.96945 -1.70497 1.17812 -0.677 0.244 -0.060 0.071
H 0.03986 0.41914 0.04348 0.001 -0.121 0.284 0.044
H 1.56261 -0.42714 -2.00333 -0.474 -0.271 0.159 0.090
H 1.24375 -1.83979 -1.03873 -0.625 0.143 0.160 0.098
H -0.34785 -1.25289 -2.87214 -0.638 -0.142 -0.200 0.032
H -0.91273 0.19706 -2.01096 0.353 0.423 -0.355 0.016
H -1.52672 -0.30726 1.44407 -0.126 -0.796 0.061 -0.048
H -2.79267 -0.55560 2.17580 -0.582 -0.160 -0.080 0.006
O -1.85269 -0.62967 2.30890 0.636 0.758 0.054 -0.129
H 3.18371 2.18693 -0.28197 -0.586 -0.186 0.548 0.039
H 2.36929 2.25841 1.07739 -0.315 -0.235 -0.435 0.002
O 3.23633 2.17246 0.68477 1.060 0.361 -0.039 -0.070
H -0.72847 2.56448 1.14217 -0.470 -0.061 0.192 0.030
H 0.34790 2.71385 0.14704 0.068 -0.070 -0.502 0.004
O -0.58694 2.91621 0.25971 0.331 0.077 0.282 -0.055
```
Forces are in eV/Å.

Its energy above the lowest of the compared OMol25 structures with the same formula, charge and spin is 193.1 kJ/mol. The value obtained for the HOMO-LUMO gap is 5.9 eV. Its total charge is -1. The calculation puts the calculated total energy at -801.3680 hartree.

Computed, not measured: 3 unconnected molecules or ions with the total composition C3H14NO3S at a distorted geometry, with the ωB97M-V functional and the def2-TZVPD basis.

```
22
Properties=species:S:1:pos:R:3:forces:R:3:lowdin_charge:R:1
C -1.12388 0.50694 1.53797 0.675 0.113 1.230 -0.239
O -2.17807 0.87377 0.70913 -0.553 -0.405 -0.748 -0.022
C -0.34320 -0.54105 0.77884 -0.105 0.415 -1.202 -0.338
C -1.23085 -1.70879 0.28552 0.779 0.348 0.140 -0.472
S -0.21316 -3.24572 0.10277 -0.545 0.484 0.349 0.740
N 0.29557 0.08157 -0.45253 0.594 0.645 0.844 0.183
H -0.53761 1.38207 1.85233 0.323 -0.133 -0.424 0.128
H -1.34802 0.03581 2.51528 -0.746 0.079 -0.414 0.142
H -2.67651 1.66128 0.93603 0.206 0.064 0.521 0.116
H 0.51134 -0.94716 1.31786 -0.174 0.190 0.416 0.137
H -2.04920 -1.73187 1.00035 -0.055 -0.768 -0.101 0.095
H -1.63064 -1.51842 -0.70586 -0.264 0.338 0.116 0.074
H -1.13874 -4.02349 0.65804 0.019 -0.321 0.048 -0.134
H 0.94786 0.89515 -0.24610 -0.230 -0.568 0.158 0.102
H 0.88621 -0.66174 -0.78880 0.272 -0.030 -1.126 0.126
H -0.33742 0.43491 -1.17150 -0.239 -0.596 0.151 0.159
H 1.04135 1.23692 -3.15222 0.679 -0.482 0.005 0.065
H 2.27671 0.40871 -3.57673 -0.129 0.034 0.086 0.061
O 1.65813 0.54121 -2.84677 -0.559 0.481 -0.137 -0.057
H 3.03030 1.64956 0.27232 -0.334 0.272 -0.213 0.091
H 1.99830 2.61374 0.87294 0.064 0.098 -0.083 0.076
O 2.16152 2.05662 0.10113 0.322 -0.260 0.384 -0.033
```
Forces are in eV/Å.

Its energy above the lowest of the compared OMol25 structures with the same formula, charge and spin is 48.3 kJ/mol. The value obtained for the HOMO-LUMO gap is 9.6 eV. Its total charge is +1. The calculation puts the calculated total energy at -801.1195 hartree.

Computed, not measured: 5 unconnected molecules or ions with the total composition C3H14NO4 at a distorted geometry, with the ωB97M-V functional and the def2-TZVPD basis.

```
22
Properties=species:S:1:pos:R:3:forces:R:3:lowdin_charge:R:1
C -0.27066 -1.45253 0.69020 -0.160 0.914 -1.361 -0.158
C -1.26457 -2.06324 1.28374 0.114 -2.677 1.545 0.049
C -1.60543 -0.12260 -0.78953 0.340 1.429 -0.095 0.115
N -0.55424 -0.26184 -0.07907 -0.310 -0.434 0.504 0.021
H 0.77550 -1.74390 0.56884 -0.565 -0.197 0.261 0.135
H -2.27265 -1.78752 1.55419 -0.064 0.827 -0.702 0.082
H -1.08663 -3.07920 1.69796 0.286 0.848 -0.204 0.093
H -1.73133 0.82722 -1.30059 0.182 -0.134 -0.095 0.124
H -2.44380 -0.79461 -0.88678 0.279 -0.483 0.542 0.121
H 0.25263 0.37061 -0.18849 -0.246 -0.121 0.236 0.109
H 2.95801 0.26637 -0.12814 -0.253 -0.493 -0.124 0.078
H 2.03807 1.34538 -0.51282 -0.269 0.220 -0.203 0.030
O 2.08715 0.37593 -0.54156 0.581 0.690 0.262 -0.050
H -0.96431 -2.03957 -2.52839 0.590 0.302 0.501 0.087
H -0.56890 -1.02048 -3.47977 0.481 0.523 -0.026 0.082
O -0.45563 -1.19897 -2.53365 -1.088 -1.171 -1.166 -0.039
H 0.90825 3.89108 -1.03174 0.147 0.121 -0.273 0.046
H 0.65221 3.79720 0.44528 0.148 -0.056 0.226 0.050
O 1.26530 3.49504 -0.23341 -0.256 -0.288 -0.009 -0.041
H 0.06119 0.17304 2.89589 -0.309 0.016 0.025 0.049
H 1.51507 0.47102 2.80694 0.194 0.196 -0.172 0.063
O 0.70478 0.55158 2.29090 0.177 -0.033 0.329 -0.045
```
Forces are in eV/Å.

Its energy above the lowest of the compared OMol25 structures with the same formula, charge and spin is 214.2 kJ/mol. The value obtained for the HOMO-LUMO gap is 10.1 eV. Its total charge is +1. The calculation puts the calculated total energy at -478.1237 hartree.